# 1
The following is a DFT calculation (ωB97M-V/def2-TZVPD) of a 10-piece molecular cluster, C34H79ClF3INO13PS overall in a non-equilibrium geometry.

Computed properties:
Total charge   0
HOMO energy   -8.770 eV
HOMO-LUMO gap   7.239 eV
SMILES   CC[C@]1(C[C@@H](C)I)C(=O)N[C@](CCC(F)=C(F)F)(P(=O)(O)O)[C@@]1(Cl)CCCS.CCO.CCO.CCO.CCO.CCO.CCO.CCO.CCO.CCO
Electronic energy   -113539.2194 eV

Last column: Löwdin charge in e.
Geometry (Å):
H (-1.018, -6.792, -3.977)  0.074
C (-3.279, 0.330, 0.475)  -0.082
H (5.137, 8.604, -1.010)  0.074
H (0.544, 1.757, -2.481)  0.124
H (-2.006, 3.505, 4.438)  0.084
C (-8.310, -0.727, -2.334)  -0.095
C (0.986, 1.368, -1.493)  -0.300
H (-8.259, -2.832, -1.868)  0.111
H (5.110, -1.230, -8.503)  0.089
O (5.684, 1.671, -3.912)  -0.109
H (4.386, 7.501, -2.184)  0.078
H (3.296, -2.469, -6.709)  0.111
C (1.864, 6.521, 6.181)  -0.090
H (-1.120, 1.390, -0.821)  0.118
H (-2.847, 4.894, 3.617)  0.054
H (0.142, -6.244, -5.206)  0.066
H (-1.356, -5.337, -4.902)  0.076
H (2.316, -8.331, -3.560)  0.084
H (2.372, 5.884, 6.910)  0.075
C (0.871, 5.717, 5.366)  -0.337
H (5.661, -1.525, -4.960)  0.075
H (1.267, -0.529, 3.471)  0.049
H (4.417, -8.540, -4.474)  0.109
C (3.620, -7.966, -4.957)  -0.318
S (3.322, 2.886, -1.611)  0.717
O (-0.770, -4.650, -2.390)  -0.106
H (-7.578, 3.016, 5.835)  0.079
I (-2.851, 4.878, 0.707)  0.756
H (-8.285, 1.411, 5.549)  0.075
H (1.805, 0.637, -1.825)  0.087
H (-8.081, 0.230, -1.856)  0.072
H (7.182, 0.422, -4.521)  0.111
H (6.407, 6.672, -0.026)  0.109
O (5.681, 5.305, -1.380)  -0.121
H (6.441, 5.426, -1.962)  0.092
O (-6.687, -1.882, -0.973)  -0.094
H (-0.741, 3.074, 0.424)  0.041
H (2.452, -9.683, -5.556)  0.073
H (0.129, 3.667, 1.897)  0.127
O (-7.449, 3.724, 3.269)  -0.083
C (-1.160, 0.606, 3.007)  -0.354
H (2.448, 0.614, 4.252)  0.092
C (3.575, -2.122, -7.706)  -0.319
H (0.054, -3.502, 6.404)  0.072
H (-3.038, -1.810, 0.984)  0.120
H (2.864, -1.348, -8.014)  0.111
H (1.365, 7.334, 6.713)  0.076
C (-0.662, 2.910, 1.553)  -0.212
H (-3.663, 0.446, -0.601)  0.137
H (-8.683, -1.798, -0.491)  0.109
C (-2.387, -1.001, 0.496)  -0.142
H (6.348, -0.064, -3.033)  0.107
H (-1.407, -4.468, 0.572)  0.065
C (-2.053, 3.417, 2.168)  -0.688
H (-9.353, -0.717, -2.659)  0.073
H (0.895, -3.012, 4.939)  0.056
H (3.876, -2.937, -9.684)  0.072
H (4.061, -7.076, -5.408)  0.112
C (5.274, 7.676, -1.571)  -0.093
H (-2.636, 1.241, 0.671)  0.087
C (-8.050, -1.877, -1.381)  -0.323
H (-9.262, 3.111, 3.982)  0.112
P (-0.263, -2.663, 1.117)  0.673
H (3.614, -9.128, -6.781)  0.074
H (0.610, -1.341, 7.327)  0.081
H (2.586, -3.733, -8.757)  0.073
C (-4.627, -0.211, 2.732)  -0.129
H (4.661, 6.373, 0.034)  0.111
H (2.113, -8.226, -6.478)  0.071
H (4.281, -0.565, -4.380)  0.072
H (-1.027, 4.909, 3.602)  0.059
H (1.024, 3.574, -0.944)  0.084
C (1.647, 2.630, -0.786)  -0.534
H (4.825, 1.603, -3.474)  0.006
C (6.206, 0.353, -4.035)  -0.320
C (-0.554, -5.913, -4.433)  -0.089
H (1.874, 2.474, 0.310)  0.040
H (-1.150, -5.439, -1.987)  0.084
O (-1.516, -3.829, 1.313)  -0.179
H (4.295, -4.040, -8.382)  0.075
C (5.267, -0.512, -4.853)  -0.104
H (0.953, -5.652, -2.903)  0.104
H (-0.235, -2.716, -1.097)  0.045
H (1.957, 4.104, 5.332)  0.089
H (2.124, -3.021, 7.755)  0.103
C (5.513, 6.508, -0.635)  -0.319
C (1.984, -2.595, 6.756)  -0.321
C (-1.922, 4.216, 3.553)  -0.169
O (-1.721, 0.976, 4.054)  0.051
H (-6.511, -1.038, -0.535)  0.051
C (-0.217, 0.686, -0.710)  -0.194
C (3.576, -3.277, -8.689)  -0.096
O (0.720, -2.958, 2.265)  -0.343
H (6.116, 7.801, -2.257)  0.073
H (0.382, 6.352, 4.624)  0.107
H (-0.508, -0.246, -1.313)  0.120
C (2.915, -8.800, -6.008)  -0.095
O (4.872, -1.544, -7.622)  -0.105
H (2.016, 1.863, 2.358)  0.094
H (2.959, -2.527, 6.270)  0.112
O (2.695, -7.540, -3.962)  -0.094
F (-4.790, 0.713, 3.787)  0.059
H (2.637, 6.945, 5.534)  0.078
C (-8.265, 2.699, 3.814)  -0.325
F (-4.572, -1.588, 3.038)  0.071
C (-7.668, 2.200, 5.113)  -0.091
C (1.053, 1.716, 2.936)  -0.178
C (1.342, 0.491, 3.959)  -0.113
C (-0.230, 1.425, 1.970)  -0.239
C (0.033, 0.329, 0.822)  -0.509
H (3.927, 4.016, -1.088)  -0.147
O (0.409, -3.009, -0.416)  -0.199
Cl (1.762, -0.361, 0.765)  0.766
C (0.157, -5.078, -3.386)  -0.305
C (1.040, -3.448, 5.931)  -0.088
H (0.600, -4.190, -3.840)  0.117
H (-8.345, 1.887, 3.084)  0.105
H (0.866, 2.626, 3.622)  0.108
F (-5.797, 0.744, 0.841)  -0.012
H (-2.202, -1.383, -0.569)  0.116
H (0.101, 5.280, 6.009)  0.113
N (-1.312, -0.801, 2.669)  0.111
H (-7.667, -0.806, -3.214)  0.076
H (5.120, -0.086, -5.846)  0.062
O (1.467, -1.275, 6.890)  -0.097
H (-6.661, 1.808, 4.950)  0.051
C (-4.564, 0.266, 1.394)  -0.110
H (-6.575, 3.342, 3.119)  0.072
C (-0.963, -0.874, 1.215)  -0.408
H (-2.171, -1.276, 2.961)  0.128
O (1.533, 4.669, 4.673)  -0.100
H (-2.848, 2.616, 2.259)  0.057
H (1.429, -4.463, 5.816)  0.075
H (0.761, 0.582, 4.927)  0.076


# 2
The following is a DFT calculation (ωB97M-V/def2-TZVPD) of a 10-piece molecular cluster, C34H80N2O28P6S2 overall in a non-equilibrium geometry.

Computed properties:
Total charge   0
Energy relative to the best compared isomer or geometry (same formula, charge and spin)   21.9 kcal per mole
HOMO energy   -7.962 eV
HOMO-LUMO gap   8.157 eV
SMILES   COP(=O)(OC)OC.COP(=O)(OC)OC.COP(=O)(OC)OC.COP(=O)(OC)OC.COP(=O)(OC)OC.COP(=O)(OC)OC.O=S1(=O)CCCC1.O=S1(=O)CCCC1.c1cc[nH]c1.c1cc[nH]c1
Electronic energy   -174281.8273 eV

Last column: Löwdin charge in e.
Geometry (Å):
C (2.317, 2.761, 1.734)  -0.103
H (-2.762, -1.172, -3.413)  0.080
C (-1.818, 5.093, -3.892)  -0.205
H (3.456, 3.335, -5.107)  0.090
H (-2.260, 5.752, -3.145)  0.110
O (4.445, -1.193, -3.606)  -0.246
H (-3.212, -0.340, 0.060)  0.080
O (-1.969, -5.637, -2.631)  -0.226
N (-1.356, -4.202, 3.605)  0.006
C (-0.805, 4.106, -3.283)  -0.231
H (-3.684, 2.157, -4.164)  0.092
C (4.391, 5.145, -0.647)  -0.108
C (-2.810, 2.797, -4.272)  -0.220
H (-0.985, -3.634, 4.355)  0.098
C (-0.552, -1.380, -0.159)  -0.108
O (-0.251, -5.734, -4.433)  -0.215
H (1.511, -4.132, 7.223)  0.090
H (-1.140, -3.201, 0.954)  0.088
C (-4.809, 2.688, 3.238)  -0.213
H (-3.609, 3.388, 1.467)  0.118
C (5.647, 2.487, 3.067)  -0.127
H (1.110, 4.325, 4.897)  0.067
H (5.897, -0.171, -4.655)  0.083
H (-0.281, 1.465, 6.600)  0.087
C (-2.949, 4.304, -4.596)  -0.196
H (-7.470, 1.815, -0.869)  0.090
O (3.218, 1.866, -2.167)  -0.209
C (-2.778, 1.640, 2.320)  -0.212
H (6.677, 2.627, 3.400)  0.091
O (2.078, -2.451, 6.168)  -0.216
H (-1.732, -6.315, -5.732)  0.088
H (-4.647, 2.084, 1.145)  0.102
O (4.100, 3.832, -1.043)  -0.205
H (0.304, 1.087, 4.983)  0.051
H (2.577, -2.430, 3.330)  0.090
C (-2.650, -5.119, 2.098)  -0.138
C (-2.643, -4.186, 3.118)  -0.112
H (2.016, 5.644, 5.668)  0.092
O (-2.531, 3.066, -1.601)  -0.312
H (0.550, -5.654, -1.668)  0.097
H (1.764, 0.404, -2.434)  0.085
H (5.367, 5.422, -1.048)  0.092
C (2.975, -1.898, -0.381)  -0.093
C (-6.708, 1.541, -1.598)  -0.104
H (-2.964, 4.499, -5.666)  0.108
H (0.433, 0.346, 2.514)  0.104
P (4.149, -2.525, -2.742)  0.378
H (-0.153, 3.798, -4.101)  0.106
H (-0.311, -7.407, -5.678)  0.090
H (0.610, -2.604, 7.657)  0.086
H (1.015, 5.956, 4.241)  0.092
H (-0.280, -5.847, -6.519)  0.090
O (-4.540, -0.191, -2.882)  -0.224
H (2.277, -2.789, 8.145)  0.092
O (2.945, 4.076, -3.267)  -0.230
H (-3.950, 3.321, 5.293)  0.101
H (-2.756, -5.799, -0.889)  0.081
C (0.573, 1.093, 6.040)  -0.105
P (2.804, 3.354, -1.831)  0.379
C (0.727, -4.596, -1.862)  -0.067
H (-5.192, 1.770, 3.687)  0.119
O (-6.102, -2.208, -2.473)  -0.218
C (-3.809, 3.298, 4.216)  -0.210
H (-1.871, 1.555, 1.728)  0.083
C (-0.644, -6.374, -5.634)  -0.093
O (2.808, 4.945, 3.885)  -0.214
H (-3.199, 0.646, 2.491)  0.102
C (-0.615, -5.219, 3.028)  -0.132
H (4.686, 2.956, -3.814)  0.091
H (1.753, -4.395, -2.159)  0.071
H (0.147, 0.708, -0.285)  0.088
H (1.352, 1.857, 6.102)  0.079
C (2.377, -2.967, -4.552)  -0.069
H (-3.372, -3.506, 3.518)  0.110
H (5.775, 2.239, 2.003)  0.089
C (5.671, -1.196, -4.355)  -0.085
O (-2.338, 1.197, 4.956)  -0.332
P (-5.718, -0.874, -2.019)  0.410
H (6.489, -1.509, -3.712)  0.086
C (-4.006, 2.481, 1.932)  -0.202
H (4.019, -1.907, -0.048)  0.089
S (-1.790, 2.703, -2.793)  0.652
C (-3.877, -1.172, -0.177)  -0.107
H (-2.204, 2.350, -5.063)  0.104
C (3.961, 3.665, -4.200)  -0.082
C (0.100, -0.281, 1.700)  -0.142
C (-0.680, -2.223, 0.922)  -0.145
C (-2.760, -4.972, -1.602)  -0.059
O (2.207, -0.663, 4.400)  -0.203
H (-3.923, 4.582, -4.192)  0.107
P (1.196, -1.342, 5.421)  0.422
O (5.304, -3.055, -2.024)  -0.220
S (-2.305, 2.255, 3.959)  0.693
O (-0.981, 1.511, -2.836)  -0.330
P (-1.186, -4.705, -3.680)  0.359
H (2.393, -2.611, 0.199)  0.086
H (3.668, 5.909, -0.948)  0.095
O (-2.010, -3.848, -4.548)  -0.223
H (-5.654, 3.355, 3.075)  0.114
H (-3.597, -0.393, -4.711)  0.084
O (-1.098, 3.056, 3.815)  -0.342
H (-1.366, 5.772, -4.614)  0.108
C (1.558, -3.058, 7.371)  -0.074
H (2.730, -0.980, 2.430)  0.067
H (-3.787, -4.815, -1.926)  0.095
O (-0.191, -3.908, -2.733)  -0.230
H (-4.215, -1.902, -4.054)  0.080
H (1.600, 1.815, -3.473)  0.071
C (-0.059, -0.141, 0.350)  -0.113
H (2.903, 2.049, 1.146)  0.089
H (2.707, 3.737, 1.440)  0.069
H (1.964, -2.033, -4.177)  0.086
H (-0.868, -1.512, -1.182)  0.094
O (2.946, -2.146, -1.770)  -0.229
H (-0.333, -1.886, 2.994)  0.079
C (1.680, 5.237, 4.714)  -0.086
O (2.448, 2.549, 3.136)  -0.228
H (1.256, 2.653, 1.522)  0.085
O (3.432, -3.535, -3.737)  -0.208
O (4.774, 3.574, 3.138)  -0.208
H (-6.831, 2.262, -2.409)  0.088
O (-6.881, 0.215, -2.069)  -0.196
O (-5.189, -0.761, -0.499)  -0.210
N (-0.329, -1.550, 2.039)  0.055
H (-3.861, -1.751, 0.753)  0.089
H (5.299, 1.539, 3.486)  0.087
H (-5.708, 1.699, -1.193)  0.071
H (0.454, -5.253, 3.154)  0.108
O (1.520, 3.485, -1.157)  -0.201
H (4.437, 4.597, -4.509)  0.090
H (1.565, -3.688, -4.504)  0.067
H (-2.318, -4.078, -1.169)  0.070
O (3.655, 2.983, 5.369)  -0.213
C (-1.415, -5.790, 2.093)  -0.141
H (2.759, 0.566, -3.826)  0.080
H (2.645, -0.872, -0.214)  0.074
C (2.323, 1.141, -3.010)  -0.094
H (5.550, -1.712, -5.307)  0.091
H (0.574, -4.140, -0.882)  0.073
H (2.748, -2.851, -5.568)  0.094
C (-3.765, -0.947, -3.785)  -0.118
H (4.453, 5.333, 0.429)  0.086
H (-3.593, 4.297, 3.835)  0.102
H (-3.463, -5.318, 1.415)  0.085
O (-0.063, -1.869, 4.870)  -0.240
H (-0.232, 4.460, -2.430)  0.086
P (3.441, 3.480, 4.017)  0.398
H (-3.434, -1.868, -0.892)  0.072
O (1.017, -0.175, 6.505)  -0.185
C (2.931, -1.402, 3.417)  -0.080
H (-1.015, -6.451, 1.336)  0.093
H (4.004, -1.334, 3.576)  0.094


# 3
The following is a DFT calculation (ωB97M-V/def2-TZVPD) of C34H81B3ClF2N5O4 as an isolated structure in a non-equilibrium geometry.

Computed properties:
Total charge   0
HOMO energy   -8.012 eV
HOMO-LUMO gap   8.235 eV
Electronic energy   -72206.9707 eV

Last column: Löwdin charge in e.
Geometry (Å):
H (3.961, 1.478, 0.199)  0.098
H (-8.616, 2.109, -1.692)  0.068
H (-6.776, 4.510, -5.604)  0.066
C (-0.270, -0.340, -1.632)  -0.247
H (-2.275, 0.557, -1.666)  0.050
O (6.125, -5.598, -4.205)  0.350
H (-8.347, 3.878, 1.956)  0.110
H (-1.113, 2.310, 1.542)  0.072
H (4.474, -1.671, 3.795)  0.078
H (3.671, 2.360, 2.382)  0.071
C (0.108, -2.805, -0.055)  -0.082
F (4.677, -6.202, -2.476)  0.289
H (-3.783, 3.939, 1.060)  0.054
H (2.524, -4.884, 7.458)  0.069
C (4.791, -1.733, 6.504)  -0.274
H (-1.341, -1.440, 0.748)  0.102
H (3.292, -0.620, 0.672)  0.062
C (-1.237, 1.461, 0.867)  -0.089
C (4.890, 1.630, 0.755)  -0.242
H (-6.904, 3.532, -2.862)  0.115
N (5.832, 0.609, 0.334)  -0.196
B (4.328, -3.632, -4.803)  -0.477
H (-6.334, 4.822, 2.502)  0.117
H (6.258, -0.165, 6.647)  0.073
C (5.196, -3.654, 4.146)  -0.074
H (0.630, 1.684, -0.184)  0.110
C (7.787, -3.599, -4.524)  -0.030
H (7.439, 1.888, 0.089)  0.111
H (4.340, -1.410, 7.446)  0.117
H (7.534, -0.046, 2.476)  0.061
H (6.144, -0.855, 5.034)  0.059
C (-6.565, 3.561, -6.100)  -0.086
H (5.270, 2.596, 0.414)  0.114
H (-0.453, -3.012, -0.966)  0.069
C (-8.867, 3.052, -2.179)  -0.093
H (4.291, 0.740, 2.665)  0.055
C (0.137, 0.933, 0.439)  -0.256
Cl (8.725, -1.901, -2.610)  0.661
H (-5.365, 3.415, 2.908)  0.102
H (-10.815, 2.419, -5.832)  0.071
H (3.225, -2.872, 3.751)  0.115
C (3.151, -2.031, -3.196)  -0.212
C (4.099, -1.158, 0.175)  -0.077
C (8.051, -3.490, -3.052)  -0.791
H (-7.222, 2.304, 3.668)  0.066
H (5.555, -3.661, 3.114)  0.068
H (-8.743, 0.974, -5.524)  0.113
B (6.453, -4.400, -4.800)  -0.503
C (-6.604, 2.382, -5.119)  -0.253
H (-1.968, -0.613, -2.939)  0.073
H (8.898, 0.910, 1.910)  0.070
F (2.004, -2.794, -3.030)  -0.037
H (1.934, -3.242, 5.628)  0.110
H (-4.000, 5.332, 2.109)  0.073
H (-6.501, 1.449, -5.679)  0.110
H (5.502, -0.918, 1.781)  0.088
C (-1.783, -0.390, -1.886)  -0.077
N (3.718, -2.194, 5.645)  -0.201
C (-5.862, 2.261, 0.380)  -0.244
H (4.817, -4.651, 4.361)  0.056
H (3.869, -2.355, -2.444)  0.106
C (-5.130, 1.167, 1.167)  -0.076
C (4.119, -2.572, 4.303)  -0.248
H (5.505, -2.533, 6.762)  0.103
H (-5.569, 3.637, -6.541)  0.069
H (-7.655, 0.969, 2.592)  0.055
N (-7.752, 2.257, -4.242)  -0.202
H (-9.385, 3.109, -6.580)  0.053
H (-8.455, 2.533, 0.861)  0.097
H (0.186, -1.194, -2.139)  0.086
N (-6.546, 3.297, 1.135)  -0.196
H (-4.479, 0.610, 0.489)  0.064
C (-7.848, 2.946, 1.671)  -0.253
H (-4.499, 1.582, 1.954)  0.065
C (-7.898, 1.993, 2.872)  -0.083
H (2.953, -1.960, -5.333)  0.124
H (3.941, -2.222, 0.355)  0.078
H (-5.133, 2.746, -0.276)  0.100
H (-1.821, 1.811, 0.016)  0.053
H (-7.271, 3.436, -6.920)  0.054
H (-0.115, -3.602, 0.655)  0.074
O (3.879, -4.765, -4.142)  0.352
H (-1.817, 0.705, 1.396)  0.062
H (0.231, -1.371, 1.527)  0.115
H (4.534, -1.506, -4.704)  0.125
H (6.216, -1.419, 0.252)  0.117
H (-9.898, 2.994, -2.530)  0.066
H (-5.716, 2.440, -4.481)  0.108
H (4.191, -4.325, 7.411)  0.066
C (-8.986, 1.807, -4.860)  -0.248
H (7.802, 0.193, -0.081)  0.094
C (-9.828, 2.837, -5.624)  -0.082
H (1.171, -2.846, -0.292)  0.065
C (-0.256, -1.459, 0.552)  -0.272
H (0.150, 0.541, -2.125)  0.114
C (4.542, 1.717, 2.247)  -0.076
H (8.667, -4.032, -4.992)  0.137
C (7.807, 0.871, 1.952)  -0.081
H (6.058, -3.469, 4.788)  0.067
H (7.648, -2.592, -4.894)  0.100
H (7.478, 1.721, 2.548)  0.056
C (3.709, -2.208, -4.594)  -0.014
C (-4.508, 4.679, 1.400)  -0.086
N (0.190, -0.339, -0.255)  -0.196
C (7.238, 0.907, 0.528)  -0.249
H (5.352, 2.142, 2.839)  0.055
H (-4.817, 5.279, 0.543)  0.080
C (5.561, -0.563, 5.909)  -0.087
O (5.480, -3.799, -5.583)  0.299
H (-9.978, 3.750, -5.046)  0.065
H (-6.580, 1.799, -0.302)  0.105
H (-8.909, 1.981, 3.286)  0.070
H (3.478, -5.126, 6.005)  0.055
H (4.880, 0.237, 5.616)  0.077
H (-8.820, 3.843, -1.429)  0.073
C (2.774, -3.074, 6.307)  -0.252
H (2.359, -2.522, 7.156)  0.109
C (3.282, -4.428, 6.818)  -0.086
B (4.878, -5.540, -3.605)  -0.695
H (-5.813, 0.449, 1.618)  0.056
H (4.017, -0.975, -0.897)  0.052
O (7.801, -4.283, -2.211)  0.098
C (-7.889, 3.353, -3.302)  -0.272
H (-2.268, -1.171, -1.299)  0.065
H (2.891, -0.998, -2.985)  0.118
C (5.471, -0.748, 0.691)  -0.262
H (-8.186, 4.297, -3.788)  0.104
C (-5.715, 4.034, 2.066)  -0.275
H (0.761, 0.841, 1.335)  0.105
H (-9.614, 1.371, -4.078)  0.101